# 1
A molecular structure, FSn at a distorted geometry. Source: the Open Molecules 2025 dataset; level of theory: the ωB97M-V functional and the def2-TZVPD basis.

Structure (XYZ):
```
2
Properties=species:S:1:pos:R:3:mulliken_charge:R:1
F 22.9005 22.1591 -23.0330 -0.55
Sn 20.5191 23.6068 -22.2314 1.55
```

Orbital gap = 6.885 eV
Total energy = -8537.0001 eV
Net charge = +1



# 2
A molecular structure, FTiV at a distorted geometry. Source: the Open Molecules 2025 dataset; level of theory: the ωB97M-V functional and the def2-TZVPD basis.

Structure (XYZ):
```
3
Properties=species:S:1:pos:R:3:mulliken_spin:R:1
Ti 2.2106 0.4441 -0.1342 2.49
F -0.1069 -0.0633 -0.1666 0.00
V -2.1037 -0.3808 0.3009 3.50
```

<S²> = 12.0062
Orbital gap (spin up / spin down) = 3.376 / 12.650 eV
Total energy = -51497.4417 eV
Spin multiplicity = 7
Net charge = +2



# 3
A molecular structure, FeH12O6 at a distorted geometry. Source: the Open Molecules 2025 dataset; level of theory: the ωB97M-V functional and the def2-TZVPD basis.

Structure (XYZ):
```
19
Properties=species:S:1:pos:R:3:mulliken_spin:R:1
H 0.6506 2.6844 -0.5144 0.00
H -0.3847 -2.7568 0.4748 0.00
H 1.3241 -0.9392 -2.2616 0.00
O 1.3665 0.4929 1.4979 0.07
O 0.3901 1.9152 -1.0212 0.09
O -1.5143 -0.2893 -1.4759 0.09
O 1.3712 -0.8595 -1.3089 0.08
H -2.3127 0.5749 1.4846 0.00
O -0.2886 -1.8319 0.7018 0.07
O -1.3634 0.6156 1.3689 0.08
H -1.0208 0.7728 2.2488 0.00
H -2.2431 -0.8896 -1.3185 0.00
H 0.3342 2.2300 -1.9234 0.00
H 1.1423 0.5933 2.4231 0.00
Fe -0.0165 0.1634 -0.1296 4.51
H 2.1785 -1.3147 -1.0696 0.00
H -1.7253 0.1311 -2.3095 0.00
H -0.2107 -1.8257 1.6558 0.00
H 2.3226 0.5332 1.4769 0.00
```

<S²> = 8.7544
Orbital gap (spin up / spin down) = 14.013 / 8.658 eV
Total energy = -46835.8849 eV
Spin multiplicity = 6
Net charge = +3



# 4
A molecular structure, FeH8O8P at a distorted geometry. Source: the Open Molecules 2025 dataset; level of theory: the ωB97M-V functional and the def2-TZVPD basis.

Structure (XYZ):
```
18
Properties=species:S:1:pos:R:3:mulliken_spin:R:1
O -1.0209 -0.5888 1.9935 0.01
O -1.4536 0.5313 -0.8957 0.13
H 2.4462 -1.0956 1.6155 0.01
H 0.0121 -2.8692 -0.8031 0.00
O -0.9792 0.4509 -3.4322 0.00
O 0.8659 0.4810 -1.5525 0.10
H -1.7043 0.0186 2.2916 0.00
O -0.4945 -2.0651 -0.6713 0.01
H -0.9733 -1.2853 2.6525 0.00
H 0.9344 2.2588 1.6011 0.01
O 0.3005 1.8245 1.0281 0.02
O -0.5409 2.5752 -2.1862 0.00
H -1.3270 -2.1738 -1.1412 0.00
H -0.1164 2.5102 0.4760 0.00
H 2.5701 -0.7168 0.1200 0.00
Fe 0.0687 -0.0885 0.1641 3.69
P -0.5303 1.0458 -2.1082 -0.01
O 1.9426 -0.8131 0.8481 0.01
```

<S²> = 6.0116
Orbital gap (spin up / spin down) = 4.051 / 4.005 eV
Total energy = -60189.7304 eV
Spin multiplicity = 5
Net charge = -1